(1)
21
Properties=species:S:1:pos:R:3:forces:R:3:nbo_charge:R:1 method="wB97M-V/def2-TZVPD" lumo_energy_ev="-4.7 / -4.7" total_charge=+1 e_above_lowest_kcal_mol=81.09
C 0.549 2.682 0.904 0.0 -0.8 2.5 -0.267
H 2.356 0.301 -0.316 -1.9 -1.0 -1.6 0.276
H -0.131 -2.925 -1.711 0.5 -0.8 -1.0 0.233
H -2.112 -1.732 1.907 -0.8 0.9 0.8 0.211
H 1.345 2.701 0.143 -0.3 -0.1 0.6 0.202
C -1.880 -0.662 1.758 2.4 0.0 -1.4 -0.608
H -2.652 0.025 1.342 0.2 -1.0 0.3 0.254
H -0.949 -2.684 0.557 -0.1 -1.2 -0.8 0.438
N -0.563 -1.947 -0.006 1.8 -1.2 -1.3 -0.489
C 1.344 0.055 -0.858 -1.2 1.7 4.2 -0.100
C 1.054 -0.033 -2.319 -0.2 0.0 -0.2 -0.085
N 1.029 -1.185 -1.463 1.8 -0.1 0.1 -0.372
H -1.369 -0.120 2.593 -0.9 -1.0 -0.3 0.250
C -0.710 -0.799 0.687 -1.1 5.2 1.7 0.009
H 0.820 2.618 2.019 0.7 -0.4 -1.8 0.208
Cl 2.151 0.030 -3.642 0.1 0.1 0.2 0.093
H -0.003 3.596 0.992 -0.5 0.5 -1.0 0.225
O -0.429 1.628 0.696 -0.2 -1.5 -0.5 -0.491
C -0.087 0.363 0.385 3.3 0.1 -2.8 0.397
C 0.201 -2.106 -1.131 -3.1 -0.4 3.0 0.384
H 0.037 0.194 -2.537 -0.4 0.8 -0.8 0.230

---

(2)
30
Properties=species:S:1:pos:R:3:forces:R:3:nbo_charge:R:1 method="wB97M-V/def2-TZVPD" lumo_energy_ev="2.2 / 2.2" total_charge=-1 s2=6.012 e_above_lowest_kcal_mol=27.73 multiplicity=5
S 3.191 2.427 1.460 -0.1 0.0 0.0 0.463
O 0.310 2.037 -0.752 -0.1 0.0 -0.2 -0.654
N -1.011 -0.703 0.102 -0.1 0.3 0.2 -1.354
S 2.143 0.107 -0.357 -0.5 0.1 -0.1 0.156
H -2.199 -3.275 -2.974 -0.1 0.0 0.0 0.207
C -0.153 -3.379 -3.608 -0.2 -0.1 0.2 0.771
H -0.206 -3.857 -0.911 0.0 0.0 0.1 0.382
H -2.745 2.221 2.173 0.0 0.0 0.0 0.216
S -0.686 1.595 3.208 0.0 0.1 -0.1 0.241
H -1.724 -3.324 -0.652 -0.1 0.1 0.1 0.386
S 1.473 3.681 3.403 0.1 -0.1 -0.1 0.465
N -0.943 -3.271 -1.291 0.0 -0.2 -0.2 -0.817
C 0.730 1.074 -1.344 0.7 0.4 0.5 0.738
O 0.478 0.514 -2.439 -0.2 -0.1 0.5 -0.734
H -1.342 2.551 1.106 -0.1 0.0 0.0 0.254
C 2.958 3.765 2.539 -0.2 -0.1 0.1 -0.566
O 0.096 -4.114 -4.550 0.0 0.1 0.0 -0.669
N 1.492 0.355 1.214 -0.2 -0.1 -0.4 -0.787
O 0.402 -2.267 -3.293 0.2 -0.1 -0.2 -0.775
C 0.889 2.176 2.723 -0.1 -0.1 0.1 -0.522
H -1.722 3.650 2.469 0.0 0.0 -0.1 0.210
S 4.046 4.988 2.712 0.1 0.0 0.0 -0.132
C -1.731 2.619 2.121 0.2 -0.1 0.1 -0.740
H -1.448 -4.856 -2.665 0.0 0.0 0.0 0.195
H 0.497 0.021 1.170 0.3 0.1 0.1 0.464
H -1.418 -1.341 0.777 0.0 -0.1 -0.1 0.340
H -1.623 0.108 0.092 0.1 0.1 0.0 0.357
Cr -0.156 -1.296 -1.614 -0.2 -0.6 -0.3 1.189
C -1.293 -3.778 -2.636 0.3 0.1 -0.1 -0.349
C 1.693 1.570 1.817 0.1 0.2 0.0 0.063

---

(3)
52
Properties=species:S:1:pos:R:3:forces:R:3:nbo_charge:R:1 method="wB97M-V/def2-TZVPD" lumo_energy_ev=4.4 total_charge=-3
P 0.339 0.164 0.929 1.6 -3.2 -1.5 2.595
O 2.984 4.531 1.924 0.9 -1.5 0.1 -0.465
F -0.366 -0.624 -0.316 0.3 0.5 -0.5 -0.599
F 0.874 1.008 2.194 0.2 -0.1 -0.2 -0.591
F 3.118 -2.811 0.114 1.0 -0.3 -1.0 -0.590
C 3.041 5.791 2.297 0.8 0.0 1.6 0.972
F 0.998 -3.368 2.886 -0.3 -0.7 0.3 -0.598
F 4.129 -4.836 0.053 0.7 -0.9 -0.1 -0.589
P 4.356 -3.490 -0.772 -2.7 1.7 2.0 2.595
H -1.821 1.792 -5.041 0.2 0.2 0.0 0.160
O -3.169 2.535 -2.488 -1.9 0.3 0.1 -0.519
F 4.508 -2.099 -1.611 0.4 0.1 0.2 -0.606
F -0.719 -3.691 4.263 -0.1 -1.3 0.5 -0.600
H 0.043 3.030 -2.279 0.2 -0.6 0.2 0.205
C -3.720 1.331 -2.845 0.1 0.3 -0.2 0.979
F -0.264 -6.046 4.349 0.1 0.8 0.1 -0.604
K -3.325 -0.032 1.113 0.8 -1.0 -0.5 0.984
H 1.933 3.594 0.332 0.6 0.1 0.1 0.238
H -1.161 3.758 -1.341 -0.4 -0.1 0.1 0.193
O 3.774 6.203 3.165 -0.4 0.1 -1.0 -0.617
F 1.482 -0.978 0.982 -0.9 2.0 0.4 -0.531
H 0.217 5.694 1.319 0.2 0.3 0.4 0.184
H -0.957 2.007 -1.158 0.0 -0.2 -0.4 0.287
F -0.645 -0.713 1.873 -0.2 0.7 0.7 -0.598
O 2.148 6.517 1.640 -1.5 0.3 -0.7 -0.500
C 1.236 5.613 0.941 -0.2 0.6 -0.4 -0.099
H 1.102 3.672 1.842 0.3 -0.1 0.2 0.215
F -3.307 -4.851 0.080 -1.5 1.1 0.2 -0.582
O -4.736 0.819 -2.478 0.3 1.1 0.5 -0.582
P 0.379 -4.725 3.612 2.0 2.0 -2.1 2.591
F 1.216 1.107 -0.126 0.1 -0.4 0.6 -0.615
F 5.355 -2.960 0.423 0.6 -0.1 -1.0 -0.605
F -3.819 -1.857 -1.188 -1.7 0.3 0.1 -0.625
F -2.845 -3.747 -1.831 -0.1 -0.2 -0.4 -0.599
F -4.683 -2.885 0.745 0.6 -0.3 -0.5 -0.613
F 1.473 -4.495 4.797 -1.1 0.3 1.6 -0.609
F -5.005 -3.969 -1.258 -0.8 0.4 0.1 -0.585
O -2.952 0.796 -3.768 0.8 -2.0 -0.5 -0.472
C -1.889 2.726 -3.075 0.9 -1.1 0.8 0.070
H 1.169 5.935 -0.097 0.4 -0.2 -0.1 0.182
C -1.757 1.500 -3.988 0.2 1.0 -0.9 -0.088
P -3.725 -3.371 -0.528 3.3 -0.8 -0.4 2.594
F 3.265 -3.993 -1.849 0.2 -0.2 -0.6 -0.600
F -2.407 -2.782 0.175 -0.2 0.1 1.1 -0.583
F -0.813 1.278 0.710 -1.9 1.4 0.8 -0.642
F -0.503 -4.999 2.288 -0.4 -0.1 0.8 -0.580
H -1.768 3.554 -3.778 -0.7 0.7 0.7 0.170
C -0.955 2.825 -1.873 0.8 1.2 -1.1 -0.636
H -0.790 1.003 -3.896 -0.5 -0.8 0.6 0.223
C 1.804 4.221 1.214 -1.2 0.2 -0.2 -0.112
F 1.585 -5.584 2.969 -0.3 -1.1 -0.6 -0.600
F 5.573 -4.097 -1.643 0.3 -0.4 0.2 -0.606

---

(4)
20
Properties=species:S:1:pos:R:3:forces:R:3:nbo_charge:R:1 method="wB97M-V/def2-TZVPD" lumo_energy_ev=-4.3 total_charge=+1 e_above_lowest_kcal_mol=44.48
H 4.125 -0.262 1.091 -1.2 0.3 -0.3 0.240
C 3.045 -0.052 0.873 1.0 -0.6 0.5 -0.158
H -1.524 -0.401 -0.522 -1.1 1.1 -1.1 0.438
H -4.393 -1.139 -1.665 -0.1 -1.1 -1.3 0.212
C 1.381 1.365 0.038 -2.3 2.9 -0.4 -0.208
C 0.417 0.418 0.322 -1.8 0.7 -0.6 0.055
C 2.657 1.165 0.319 2.7 -2.2 0.7 -0.193
H 0.199 -1.749 0.834 -1.2 0.1 0.4 0.238
H -2.156 -1.783 -1.863 0.2 1.8 1.0 0.421
F -1.737 1.343 0.950 0.1 -0.5 0.4 -0.239
N -0.973 0.787 -0.116 1.7 -0.2 1.5 -0.212
H 2.461 -2.019 1.526 -0.6 1.0 -0.4 0.240
H -1.005 1.625 -0.708 0.6 -0.7 -0.4 0.403
N -2.334 -0.929 -1.233 -0.9 -3.6 -1.4 -0.612
C 2.109 -1.034 1.128 -0.3 -0.6 0.4 -0.185
C -3.579 -0.691 -1.159 0.1 0.5 1.1 0.110
C 0.728 -0.821 0.861 2.2 0.0 -0.7 -0.223
H 3.458 1.795 0.068 0.5 1.3 -0.3 0.237
H 1.130 2.408 -0.297 -0.2 -1.3 0.0 0.233
H -4.009 -0.026 -0.446 0.5 1.1 0.7 0.204

---

(5)
20
Properties=species:S:1:pos:R:3:forces:R:3:nbo_charge:R:1 method="wB97M-V/def2-TZVPD" lumo_energy_ev="0.0 / -0.1" total_charge=0 e_above_lowest_kcal_mol=63.43
H -0.218 1.503 -0.020 0.1 0.8 0.6 0.209
H -1.728 -1.237 0.211 0.8 1.0 -0.2 0.232
C -0.983 0.638 -1.810 1.2 -1.7 0.8 -0.595
C 1.002 -1.161 0.858 0.2 1.7 -1.9 0.005
O -1.562 0.188 2.831 0.3 0.1 1.3 -0.587
C 2.052 0.758 -0.778 -1.2 -3.6 0.3 0.252
H 0.626 -0.634 2.991 0.2 -0.6 -2.7 0.426
H 1.793 -1.822 1.001 1.2 -0.9 0.2 0.198
H 0.899 -0.941 -1.369 -0.2 0.0 1.2 0.230
H -2.032 0.702 -1.756 -1.3 0.5 -0.6 0.210
N 0.353 -0.677 1.936 -0.6 0.7 4.3 -0.621
C -1.497 -0.159 0.482 -2.0 -0.4 -0.1 -0.510
C -0.927 -0.192 1.882 -1.7 0.2 -1.6 0.672
H 2.538 1.321 -0.021 0.2 0.8 0.9 0.126
F 3.017 0.097 -1.476 0.0 0.4 -0.2 -0.359
H -0.474 1.445 -2.221 0.3 1.6 -1.5 0.217
C -0.459 0.540 -0.399 0.0 -3.1 -0.3 -0.214
H -0.658 -0.285 -2.317 -0.6 0.4 -0.2 0.200
H -2.593 0.280 0.387 2.4 -0.3 0.7 0.240
C 0.849 -0.361 -0.414 0.6 2.4 -1.0 -0.332

---

(6)
21
Properties=species:S:1:pos:R:3:forces:R:3:nbo_charge:R:1 method="wB97M-V/def2-TZVPD" lumo_energy_ev="-0.1 / -2.8" total_charge=0 s2=2.019 e_above_lowest_kcal_mol=0.61 multiplicity=3
C 1.256 -0.857 -2.412 -0.4 -1.0 -5.5 -0.324
H -0.992 0.449 -0.954 -0.3 0.6 -2.1 0.210
H -1.567 3.184 1.768 -0.7 2.0 -0.3 0.317
H 1.246 -0.797 0.942 -1.3 1.4 -1.5 0.232
C 0.752 -0.385 -0.039 4.0 -1.9 -0.5 -0.214
N -1.696 1.540 1.159 -0.3 1.7 -0.9 -0.140
H 3.525 -0.489 -1.848 0.9 0.7 0.3 0.228
H -3.389 -0.109 0.231 -1.0 0.8 -0.5 0.213
C -0.518 -0.004 -0.155 -2.7 -1.0 3.0 -0.149
H 1.842 -1.077 -3.298 1.2 0.2 0.6 0.187
H -2.893 -1.461 1.039 -0.1 -1.7 0.3 0.207
I 3.884 -1.687 0.447 0.5 -0.2 0.5 0.161
C -2.909 -0.414 1.125 3.3 -1.1 -3.5 -0.579
H -3.293 -0.123 2.012 -1.5 1.1 2.6 0.214
H -1.019 -0.204 2.043 0.8 -0.4 -0.8 0.190
I 3.314 1.826 -0.279 0.4 -0.4 -0.2 0.158
C 3.102 -0.247 -0.874 -1.7 -0.5 -1.4 -0.531
C -1.425 0.072 1.050 -0.5 1.7 2.7 -0.145
H 0.309 -1.057 -2.778 -2.4 0.0 0.4 0.187
C 1.643 -0.474 -1.159 1.0 1.4 6.7 -0.094
N -1.173 2.312 1.979 0.8 -3.6 0.1 -0.330